C22H16Co2NO7 | ωB97M-V with the def2-TZVPD basis set

Properties
**Net charge**: -1
**Maximum force**: 4.5 eV/A
**Highest occupied orbital energy**: -3.00 eV
**Multiplicity**: 1
**Gap between HOMO and LUMO**: 0.19992 hartree

Structure (XYZ):
```
48
Properties=species:S:1:pos:R:3:forces:R:3:lowdin_charge:R:1
C -5.88722 3.56679 -0.39847 0.0 -0.8 -0.6 -0.075
O -5.84893 2.48745 -1.36525 -0.4 0.9 0.5 -0.114
C -4.91260 1.51352 -1.20235 1.1 -0.8 0.3 -0.291
C -4.81064 0.53874 -2.23072 -0.1 1.0 0.7 -0.021
C -3.78253 -0.38949 -2.20533 0.0 0.2 0.6 -0.041
C -2.87335 -0.40007 -1.12724 -0.2 -0.2 0.0 -0.315
N -1.78615 -1.27544 -1.11659 -1.2 -0.9 0.0 0.050
C -3.02918 0.49783 -0.06189 0.0 -0.2 -0.3 -0.025
C -4.02894 1.45813 -0.09189 -0.8 0.2 -0.8 -0.026
H -6.65252 4.23817 -0.78641 0.1 0.0 0.2 0.084
H -6.17250 3.19425 0.59529 0.0 0.1 -0.2 0.089
H -4.92013 4.08605 -0.33263 -0.2 -0.2 -0.1 0.093
H -5.54276 0.56687 -3.03814 0.2 0.0 0.2 0.111
H -3.70030 -1.13326 -3.00025 0.0 0.2 0.2 0.106
H -1.61440 -1.76420 -0.23967 0.1 0.3 -0.4 0.109
H -1.69099 -1.86915 -1.92992 -0.1 0.0 0.3 0.104
H -2.34939 0.44274 0.79092 -0.1 0.0 -0.3 0.104
H -4.12192 2.17355 0.72942 0.1 -0.3 -0.3 0.101
O -0.96456 -0.28640 3.03028 1.5 -0.5 -0.4 0.095
C 0.00492 -0.78311 2.63123 -1.9 0.2 0.0 -0.125
Co 1.46275 -1.51960 1.98037 2.2 1.6 3.6 0.048
C 2.64991 -0.20981 2.20902 1.3 2.7 1.2 -0.128
O 3.35977 0.66130 2.50537 -1.4 -1.9 -0.8 0.130
C 1.96880 -2.39458 3.49495 -1.0 -0.4 1.8 -0.167
O 2.04525 -2.74614 4.59580 0.4 0.2 -1.5 0.105
C 1.54870 -2.60610 0.53732 -2.0 -3.4 -1.7 -0.228
C 1.07281 -1.37481 0.20969 1.2 -0.3 -1.7 -0.263
C 0.75875 -0.41964 -0.69608 0.4 1.3 -0.4 -0.106
C 1.66039 0.69499 -0.88299 -0.6 1.0 1.1 -0.240
C 1.15473 1.97507 -1.22112 0.5 -0.2 -0.1 -0.052
C 2.02440 3.04717 -1.35897 0.0 -0.1 -0.2 -0.119
C 3.40587 2.87617 -1.19392 0.0 -0.1 0.2 -0.122
C 3.90716 1.61483 -0.85950 -0.2 0.2 0.0 -0.097
C 3.04873 0.53845 -0.69019 -0.2 -0.1 -0.4 -0.063
Co 3.34796 -3.04085 1.29694 0.2 0.2 -0.4 0.011
C 3.66439 -4.22832 2.55176 -0.3 -1.5 0.9 -0.208
O 3.91921 -5.02701 3.34816 0.1 0.7 -0.6 0.086
C 4.68724 -1.91820 1.46935 1.3 1.5 -0.3 -0.206
O 5.64247 -1.27122 1.55862 -0.7 -0.7 0.0 0.092
C 3.94254 -3.92190 -0.08634 -0.4 -0.4 -0.8 -0.181
O 4.35205 -4.50351 -0.99558 -0.1 0.4 0.7 0.096
H 1.06434 -3.54710 0.22502 0.0 0.3 0.5 0.068
H -0.19837 -0.37158 -1.21136 1.0 -0.6 -0.5 0.063
H 0.07319 2.08201 -1.34780 0.3 0.1 0.0 0.104
H 1.62689 4.03055 -1.59957 0.1 -0.1 0.0 0.087
H 4.08488 3.72248 -1.29863 -0.2 -0.2 0.0 0.085
H 4.97336 1.45844 -0.72128 -0.1 0.1 0.0 0.099
H 3.43590 -0.46404 -0.46944 -0.1 0.5 0.0 0.097
```
Forces are in eV/Å.

C34H38LiN2O4 | ωB97M-V with the def2-TZVPD basis set

Properties
**Net charge**: +1
**Maximum force**: 2.2 eV/A
**Highest occupied orbital energy**: -9.52 eV
**Multiplicity**: 1
**Gap between HOMO and LUMO**: 0.18572 hartree

Structure (XYZ):
```
79
Properties=species:S:1:pos:R:3:forces:R:3:lowdin_charge:R:1
C 5.12825 -3.02606 1.54490 0.0 0.6 -0.1 -0.041
O 5.67505 -1.72027 1.82017 -0.2 -0.1 -0.7 -0.062
C 4.82999 -0.65817 1.79783 0.2 0.6 0.7 -0.187
C 3.48505 -0.69984 1.42719 -0.3 -0.6 0.3 0.014
C 2.60144 0.22205 1.97998 0.3 0.3 -0.7 -0.236
C 1.11504 -0.02257 1.89664 -0.1 -0.1 -0.3 -0.080
C 0.56960 -0.51521 3.24946 0.3 0.3 0.5 -0.152
C 1.05238 -1.91102 3.63633 1.0 -0.6 0.5 -0.359
O 2.21372 -2.28887 3.79219 -1.7 0.7 -0.3 0.089
N -0.05899 -2.68096 3.84411 0.3 0.3 -0.2 -0.031
C 0.06406 -4.09144 4.13458 -0.3 -0.3 0.0 -0.004
C -1.33445 -2.05208 3.50162 0.0 -0.4 -0.2 -0.465
C -1.91986 -2.65927 2.22325 0.2 -0.1 -0.1 0.013
C -2.33606 -2.18963 4.65762 0.3 0.1 0.1 0.011
N -0.89182 -0.66944 3.26480 -0.1 1.0 -0.2 0.016
C -1.68041 0.36590 2.91666 -0.1 -0.6 0.3 -0.038
C -3.05161 0.31708 2.70817 0.5 -0.5 -0.1 -0.096
C -3.78594 1.48209 2.41569 0.0 1.1 -0.2 -0.173
C -5.23811 1.50894 2.56891 -0.2 0.4 -0.1 -0.276
C -5.90823 2.67972 3.00425 0.0 -0.3 -0.7 -0.093
C -7.29854 2.75886 2.88516 -0.3 -0.1 0.3 -0.063
C -8.03368 1.67008 2.41816 0.1 0.0 0.2 -0.063
C -7.38346 0.47223 2.08353 0.4 0.1 0.1 -0.046
C -5.99267 0.38628 2.15518 -0.6 0.2 0.2 -0.023
C 3.07664 1.33315 2.67813 -0.3 0.2 0.5 0.009
C 4.44423 1.46740 2.93626 0.3 -0.6 -0.5 -0.191
O 5.01160 2.36417 3.78381 -0.5 0.6 -0.1 -0.073
C 4.18124 3.37858 4.38764 0.3 -0.6 -0.4 -0.051
C 5.34301 0.52263 2.38247 -0.4 -0.5 1.0 -0.152
O 6.67794 0.63030 2.63721 0.3 -0.2 0.4 -0.079
C 7.17139 0.11186 3.90999 -0.5 0.3 -0.8 -0.022
H 5.96134 -3.70850 1.70410 -0.1 0.0 -0.1 0.095
H 4.30263 -3.25935 2.23124 0.2 0.1 -0.1 0.088
H 4.78116 -3.08673 0.50545 0.1 -0.1 0.2 0.093
H 3.10152 -1.53548 0.83484 0.1 0.2 0.5 0.120
H 0.59223 0.90787 1.62155 0.1 -0.3 0.0 0.114
H 0.88017 -0.78909 1.13506 0.1 0.4 0.2 0.134
H 0.89638 0.19106 4.04008 -0.2 -0.3 -0.3 0.171
H 1.07879 -4.28311 4.48394 -0.1 0.1 -0.1 0.099
H -0.64778 -4.37361 4.91465 0.1 0.0 0.0 0.093
H -0.12811 -4.70833 3.24610 0.1 0.1 0.2 0.101
H -1.16443 -2.66569 1.42854 -0.2 0.0 0.1 0.103
H -2.23592 -3.68562 2.43363 0.0 0.1 -0.2 0.094
H -2.78525 -2.08932 1.87962 0.2 -0.3 0.0 0.070
H -1.84307 -1.95126 5.60631 -0.1 0.0 -0.1 0.103
H -3.19503 -1.52737 4.52758 0.1 -0.2 0.1 0.072
H -2.69469 -3.22444 4.69368 0.0 0.3 0.0 0.093
H -1.15848 1.33753 2.86172 -0.3 -0.6 -0.1 0.147
H -3.58623 -0.64056 2.75622 0.3 0.7 0.0 0.083
H -3.21454 2.43456 2.46592 -0.4 -0.4 0.0 0.066
H -5.36181 3.60077 3.29967 -0.4 -0.3 -0.4 0.086
H -7.81450 3.67816 3.17109 0.2 -0.3 -0.1 0.121
H -9.11944 1.73649 2.33111 0.4 0.0 0.0 0.115
H -7.96128 -0.39667 1.75696 0.2 0.4 0.1 0.118
H -5.48930 -0.53744 1.85156 -0.2 0.4 0.0 0.119
H 2.36110 2.05974 3.08154 0.3 -0.3 -0.1 0.110
H 4.87601 3.98319 4.97035 -0.2 0.0 -0.1 0.095
H 3.69011 3.99389 3.62017 0.1 -0.1 0.2 0.095
H 3.42458 2.92519 5.04486 0.2 0.1 -0.1 0.091
H 8.24766 0.27330 3.86432 -0.1 -0.1 0.1 0.093
H 6.72495 0.67983 4.73274 0.1 -0.1 -0.1 0.085
H 6.93733 -0.95524 3.99385 0.1 0.2 0.0 0.089
C -5.94115 3.43105 -0.38975 0.6 -1.8 -0.7 0.003
Li -3.95032 2.75376 4.17507 -0.2 -0.1 0.2 0.775
C -5.11535 2.29083 -0.52311 -1.7 1.3 0.3 -0.058
C -3.91040 2.52204 0.19798 1.3 -0.6 0.1 -0.066
C -3.91134 3.90313 0.62236 -0.9 0.4 0.7 -0.208
C -5.23804 4.42910 0.36932 1.3 0.0 1.1 -0.191
C -5.65201 5.60117 1.01490 0.2 -0.2 -0.4 -0.025
C -4.78380 6.22571 1.92177 -0.1 -0.2 -0.4 -0.088
C -3.47155 5.75184 2.09368 -0.2 0.4 0.3 -0.105
C -3.01278 4.62648 1.41499 -0.1 -0.7 -0.1 -0.066
H -6.94046 3.57011 -0.79736 0.3 -0.2 0.1 0.116
H -5.36942 1.37469 -1.05229 0.0 0.3 0.2 0.110
H -3.03887 1.86358 0.20235 -0.2 0.5 -0.6 0.114
H -6.64264 5.99976 0.78745 0.2 0.0 0.3 0.119
H -5.12396 7.10377 2.46720 0.2 -0.1 -0.1 0.105
H -2.80823 6.29220 2.76653 0.0 0.0 -0.2 0.101
H -1.97319 4.28931 1.48544 -0.3 0.2 0.2 0.116
```
Forces are in eV/Å.